Entry 1:
DFT (wB97M-V/def2-TZVPD) results for a structure of composition C58H63AuBO2P2Te.

```
! RIJCOSX wB97M-V def2-TZVPD def2/J DEFGRID3
* xyz 1 1
Au -0.214 -0.093 -0.022
C -4.288 -0.749 5.511
C -2.923 -0.951 5.386
C -2.276 -0.595 4.220
C -2.990 -0.039 3.160
C -4.362 0.158 3.285
C -5.000 -0.184 4.463
P -2.031 0.471 1.682
C -3.382 0.811 0.507
C -3.991 2.049 0.337
C -5.076 2.168 -0.517
C -5.541 1.066 -1.217
C -4.924 -0.168 -1.066
C -3.852 -0.294 -0.202
C -1.455 2.120 2.198
C -2.088 2.814 3.202
C -1.622 4.073 3.600
C -0.528 4.629 2.999
C 0.160 3.949 1.974
C 1.309 4.487 1.356
C 1.983 3.791 0.395
C 1.532 2.514 0.001
C 0.422 1.980 0.580
C -0.305 2.662 1.565
H -4.796 -1.026 6.421
H -2.363 -1.384 6.203
H -1.208 -0.731 4.125
H -4.926 0.594 2.474
H -6.059 -0.003 4.565
H -3.634 2.909 0.885
H -5.571 3.121 -0.623
H -6.397 1.163 -1.866
H -5.296 -1.029 -1.600
H -3.375 -1.257 -0.051
H -2.952 2.391 3.693
H -2.135 4.596 4.389
H -0.171 5.603 3.301
H 1.655 5.462 1.667
H 2.871 4.200 -0.065
H 2.081 1.972 -0.756
C -0.957 -3.552 2.478
C -0.537 -4.487 1.341
C 0.935 -4.889 1.465
C 1.753 -3.752 2.067
C 1.329 -3.608 3.534
C -0.170 -3.879 3.740
P 1.592 -2.203 0.993
C 2.762 -2.444 -0.473
C 2.065 -2.953 -1.749
C 2.180 -4.443 -2.054
C 3.630 -4.897 -1.971
C 4.151 -4.622 -0.567
C 4.122 -3.127 -0.265
C 2.437 -0.831 1.956
C 3.760 -1.115 2.666
C 4.361 0.203 3.177
C 3.299 1.174 3.707
C 2.070 0.403 4.164
C 1.412 -0.230 2.940
H -2.028 -3.642 2.665
H -0.765 -2.510 2.191
H -0.693 -3.982 0.382
H -1.156 -5.386 1.347
H 1.315 -5.174 0.487
H 1.037 -5.760 2.116
H 2.821 -3.997 2.031
H 1.586 -2.626 3.920
H 1.900 -4.333 4.118
H -0.541 -3.288 4.578
H -0.333 -4.929 3.989
H 2.966 -1.379 -0.660
H 2.524 -2.429 -2.592
H 1.008 -2.668 -1.714
H 1.784 -4.622 -3.056
H 1.576 -5.031 -1.362
H 4.229 -4.347 -2.701
H 3.711 -5.960 -2.204
H 5.182 -4.971 -0.473
H 3.547 -5.177 0.153
H 4.828 -2.636 -0.941
H 4.488 -2.972 0.748
H 2.641 -0.084 1.176
H 4.480 -1.560 1.981
H 3.616 -1.811 3.493
H 4.909 0.683 2.365
H 5.080 -0.030 3.964
H 2.998 1.870 2.922
H 3.706 1.762 4.527
H 1.356 1.070 4.650
H 2.364 -0.351 4.896
H 0.855 0.549 2.421
H 0.690 -0.986 3.248
O -0.103 -0.670 -3.108
B 0.559 -0.250 -1.953
O 1.844 0.136 -2.269
C 2.020 -0.137 -3.595
C 3.155 -0.020 -4.367
C 3.052 -0.435 -5.687
C 1.865 -0.937 -6.202
C 0.722 -1.051 -5.424
C 0.824 -0.642 -4.111
H 4.077 0.361 -3.960
H 3.922 -0.381 -6.320
H 1.828 -1.255 -7.232
H -0.199 -1.447 -5.819
Te -2.113 1.250 -2.729
C -3.286 3.040 -2.941
C -3.110 4.144 -2.125
C -3.855 5.291 -2.341
C -4.773 5.341 -3.378
C -4.948 4.238 -4.195
C -4.208 3.089 -3.977
C -0.619 2.123 -3.987
C 0.299 3.010 -3.450
C 1.299 3.537 -4.250
C 1.398 3.160 -5.578
C 0.475 2.281 -6.117
C -0.539 1.769 -5.324
H -2.388 4.112 -1.318
H -3.715 6.150 -1.703
H -5.348 6.238 -3.551
H -5.656 4.268 -5.009
H -4.338 2.229 -4.619
H 0.237 3.283 -2.404
H 1.998 4.245 -3.832
H 2.185 3.562 -6.199
H 0.541 1.986 -7.154
H -1.264 1.087 -5.746
*
```

Calculated values
lowest unoccupied orbital energy (spin up / spin down) = -4.43 / -4.42 eV


Entry 2:
DFT (wB97M-V/def2-TZVPD) results for a structure of composition C58H71BMnN8P2S3.

```
! RIJCOSX wB97M-V def2-TZVPD def2/J DEFGRID3
* xyz 2 6
Mn 0.294 -0.040 0.360
C -1.017 4.970 -1.540
C -1.356 4.384 -0.218
C -1.866 5.110 0.825
C -2.114 4.482 2.071
N -1.909 3.203 2.234
N -1.437 2.485 1.232
B -1.278 0.966 1.512
N -2.654 0.293 1.256
N -3.634 0.730 2.040
C -4.857 0.308 1.879
C -5.172 -0.653 0.885
C -4.194 -1.083 0.039
C -4.431 -2.037 -1.073
C -2.879 -0.564 0.233
S -1.671 -1.029 -0.853
C -5.950 0.846 2.772
C -6.372 -0.277 3.730
C -7.161 1.283 1.936
C -5.434 2.044 3.562
N -0.712 0.804 2.939
N -1.455 0.383 3.947
C -0.945 0.328 5.152
C 0.408 0.657 5.398
C 1.208 1.073 4.367
C 2.650 1.400 4.535
C 0.592 1.162 3.094
S 1.459 1.667 1.719
C -1.799 -0.155 6.300
C -1.679 0.805 7.491
C -3.265 -0.238 5.895
C -1.290 -1.548 6.693
C -1.114 3.004 0.034
S -0.369 1.974 -1.089
C -2.624 5.286 3.238
C -1.618 6.405 3.542
C -2.778 4.404 4.475
C -3.986 5.881 2.854
H -1.262 6.027 -1.577
H -1.549 4.446 -2.332
H 0.048 4.847 -1.733
H -2.067 6.160 0.706
H -6.179 -1.024 0.784
H -5.431 -2.458 -1.016
H -3.684 -2.830 -1.054
H -4.310 -1.516 -2.023
H -6.701 -1.158 3.185
H -7.195 0.065 4.351
H -5.544 -0.552 4.376
H -7.683 0.439 1.494
H -6.865 1.964 1.141
H -7.865 1.801 2.582
H -4.486 1.795 4.024
H -6.147 2.328 4.330
H -5.280 2.892 2.900
H 0.812 0.560 6.393
H 3.042 0.996 5.465
H 2.795 2.479 4.535
H 3.234 1.016 3.701
H -1.926 1.820 7.190
H -0.683 0.803 7.923
H -2.376 0.502 8.269
H -3.617 0.738 5.583
H -3.863 -0.562 6.741
H -3.400 -0.935 5.075
H -0.271 -1.506 7.070
H -1.306 -2.217 5.834
H -1.926 -1.961 7.471
H -0.649 5.980 3.798
H -1.969 6.992 4.387
H -1.492 7.078 2.698
H -1.824 3.965 4.759
H -3.480 3.603 4.280
H -3.148 5.000 5.305
H -3.907 6.566 2.015
H -4.398 6.430 3.696
H -4.683 5.090 2.587
C 2.995 0.076 -2.436
P 1.539 -0.711 -1.592
C 0.627 -1.448 -2.963
C 0.216 -0.578 -3.976
C -0.500 -1.069 -5.051
C -0.836 -2.414 -5.100
C -0.480 -3.261 -4.061
C 0.242 -2.782 -2.984
C 2.334 -2.024 -0.619
C 2.953 -3.194 -1.034
C 3.540 -4.015 -0.086
C 3.512 -3.677 1.260
C 2.896 -2.507 1.679
C 2.312 -1.684 0.736
P 3.108 -0.311 -4.264
C 4.663 0.471 -4.777
C 5.004 0.224 -6.109
C 6.202 0.681 -6.615
C 7.065 1.399 -5.797
C 6.714 1.669 -4.482
C 5.507 1.227 -3.971
C 3.647 -2.061 -4.274
C 4.894 -2.407 -3.757
C 5.295 -3.730 -3.775
C 4.463 -4.707 -4.300
C 3.233 -4.358 -4.838
C 2.833 -3.032 -4.842
H 3.897 -0.262 -1.915
H 2.904 1.165 -2.340
H 0.426 0.480 -3.887
H -0.802 -0.403 -5.844
H -1.384 -2.802 -5.946
H -0.758 -4.304 -4.094
H 0.526 -3.438 -2.174
H 2.978 -3.466 -2.076
H 4.031 -4.922 -0.402
H 3.972 -4.330 1.984
H 2.863 -2.248 2.727
H 1.815 -0.728 0.998
H 4.321 -0.338 -6.731
H 6.463 0.484 -7.643
H 8.005 1.756 -6.188
H 7.386 2.226 -3.847
H 5.246 1.449 -2.947
H 5.548 -1.648 -3.352
H 6.266 -3.994 -3.384
H 4.781 -5.738 -4.309
H 2.592 -5.112 -5.267
H 1.893 -2.748 -5.291
N -0.284 -1.657 1.678
C -0.944 -2.541 2.045
N -1.671 -3.504 2.485
C -1.495 -4.867 1.978
C -2.462 -5.802 2.691
C -3.914 -5.368 2.464
C -4.084 -3.844 2.622
C -2.858 -3.220 3.282
H -0.460 -5.176 2.150
H -1.686 -4.880 0.898
H -2.233 -5.823 3.757
H -2.317 -6.813 2.312
H -4.548 -5.896 3.176
H -4.226 -5.673 1.464
H -4.955 -3.611 3.233
H -4.232 -3.374 1.648
H -2.723 -3.633 4.288
H -2.964 -2.135 3.365
*
```

Calculated values
energy above the lowest of the compared OMol25 structures with the same formula, charge and spin = 51.7 kcal per mole
lowest unoccupied orbital energy (spin up / spin down) = -5.89 / -7.59 eV


Entry 3:
DFT (wB97M-V/def2-TZVPD) results for a cluster of 7 separate species, C58H76BClF7IN2O7 in total.

```
! RIJCOSX wB97M-V def2-TZVPD def2/J DEFGRID3
* xyz 0 1
C 3.975 2.341 4.016
C 2.957 1.249 3.613
C 1.822 1.232 4.634
O 0.891 0.187 4.439
C -0.331 0.615 3.898
C -1.336 -0.537 3.703
Cl -0.906 -1.866 4.857
O -1.431 -1.034 2.395
C -0.323 -1.232 1.521
F 0.787 -1.497 2.281
C -0.063 -0.045 0.605
C -0.457 -0.258 -0.862
C -0.353 1.074 -1.647
C -1.619 1.445 -2.431
C -1.710 0.805 -3.813
O -2.124 -0.557 -3.727
C -1.129 -1.512 -4.006
O -0.610 -2.318 0.756
C -0.586 -3.591 1.388
C 0.704 -4.313 1.029
N 0.860 -4.410 -0.415
C 2.177 -4.137 -0.966
C 2.279 -2.819 -1.745
C 3.354 -2.832 -2.847
O 2.478 -1.712 -0.858
C -2.746 -0.025 4.114
N -3.033 1.220 3.369
B -3.469 1.137 1.956
O -2.674 1.665 0.947
O -4.665 0.579 1.635
C -4.927 0.191 0.287
C -3.990 -0.970 4.143
I -4.381 -1.691 6.144
C -4.216 -2.077 3.103
C -3.827 -3.520 3.456
H 3.852 2.522 5.090
H 3.744 3.270 3.485
H 5.005 2.039 3.828
H 2.588 1.449 2.601
H 3.431 0.261 3.607
H 1.325 2.211 4.688
H 2.271 1.054 5.621
H -0.193 1.134 2.944
H -0.801 1.330 4.592
H -0.694 0.768 0.962
H 0.986 0.250 0.679
H 0.197 -1.003 -1.317
H -1.497 -0.602 -0.912
H 0.487 1.036 -2.349
H -0.127 1.894 -0.952
H -2.523 1.171 -1.878
H -1.658 2.534 -2.573
H -2.455 1.327 -4.426
H -0.749 0.872 -4.334
H -1.122 -1.780 -5.070
H -0.130 -1.155 -3.722
H -1.344 -2.412 -3.422
H -0.698 -3.528 2.475
H -1.447 -4.150 1.009
H 0.672 -5.305 1.498
H 1.549 -3.778 1.488
H 0.172 -3.831 -0.872
H 2.520 -4.965 -1.601
H 2.892 -4.073 -0.131
H 1.305 -2.617 -2.204
H 4.206 -2.229 -2.532
H 3.711 -3.843 -3.064
H 2.942 -2.427 -3.775
H 3.173 -1.940 -0.243
H -2.589 0.274 5.158
H -3.707 1.730 3.927
H -2.380 2.542 1.178
H -5.804 -0.459 0.306
H -5.139 1.065 -0.336
H -4.082 -0.365 -0.132
H -4.829 -0.280 4.036
H -3.743 -1.787 2.162
H -5.295 -2.075 2.899
H -3.532 -4.065 2.558
H -3.029 -3.579 4.195
H -4.689 -4.052 3.876
F -12.002 -2.292 8.334
C -10.800 -1.974 7.807
C -10.470 -0.641 7.664
C -9.232 -0.323 7.123
C -8.354 -1.325 6.735
C -8.716 -2.656 6.890
C -9.948 -2.993 7.433
H -11.172 0.122 7.970
H -8.953 0.716 7.007
H -7.388 -1.080 6.314
H -8.032 -3.439 6.587
H -10.249 -4.022 7.568
F 1.678 3.409 0.675
C 2.734 3.853 -0.043
C 2.963 5.210 -0.133
C 4.058 5.647 -0.865
C 4.893 4.731 -1.491
C 4.634 3.371 -1.387
C 3.547 2.919 -0.654
H 2.295 5.905 0.357
H 4.258 6.706 -0.945
H 5.745 5.078 -2.061
H 5.280 2.655 -1.878
H 3.325 1.865 -0.556
F -0.131 2.920 -5.375
C -0.223 3.326 -6.660
C -0.518 2.389 -7.629
C -0.615 2.814 -8.947
C -0.414 4.148 -9.272
C -0.117 5.066 -8.274
C -0.021 4.659 -6.951
H -0.668 1.355 -7.351
H -0.850 2.096 -9.721
H -0.489 4.472 -10.301
H 0.042 6.106 -8.524
H 0.204 5.356 -6.154
F 2.115 8.080 -1.037
C 2.290 8.987 -2.023
C 2.590 8.528 -3.289
C 2.771 9.461 -4.301
C 2.654 10.818 -4.034
C 2.353 11.248 -2.748
C 2.165 10.328 -1.726
H 2.680 7.465 -3.469
H 3.004 9.123 -5.302
H 2.798 11.540 -4.826
H 2.264 12.305 -2.537
H 1.926 10.637 -0.718
F -1.460 -6.917 5.294
C -0.254 -7.235 4.781
C 0.629 -6.219 4.479
C 1.867 -6.554 3.950
C 2.201 -7.883 3.730
C 1.292 -8.884 4.043
C 0.051 -8.566 4.576
H 0.344 -5.189 4.653
H 2.572 -5.769 3.710
H 3.167 -8.137 3.316
H 1.547 -9.921 3.871
H -0.672 -9.329 4.831
F 5.944 -1.253 -4.382
C 6.252 -2.267 -5.216
C 5.502 -2.435 -6.363
C 5.826 -3.480 -7.216
C 6.876 -4.335 -6.915
C 7.610 -4.144 -5.752
C 7.303 -3.101 -4.891
H 4.685 -1.759 -6.573
H 5.252 -3.625 -8.122
H 7.122 -5.149 -7.583
H 8.428 -4.810 -5.511
H 7.863 -2.929 -3.981
*
```

Calculated values
SMILES = CCCOC[C@](Cl)(O[C@](F)(CCCCCOC)OCCNC[C@H](C)O)[C@@H](NB(O)OC)[C@H](I)CC.Fc1ccccc1.Fc1ccccc1.Fc1ccccc1.Fc1ccccc1.Fc1ccccc1.Fc1ccccc1
lowest unoccupied orbital energy = 0.33 eV


The records above give, respectively, electronic energy values of -95499.4591, -156288.7007, -119014.5530 eV.